1.
One molecule with the formula C18H16ClN3O2, computed with ωB97M-V/def2-TZVPD.

SMILES ... CC(C)NC(=O)c1ccc2c3n(nc2c1)-c1ccc(Cl)cc1CO3
Energy above the lowest of the compared OMol25 structures with the same formula, charge and spin ... 4.247 eV
Kohn-Sham gap ... 7.645 eV

Geometry as ORCA input:
```
! RIJCOSX wB97M-V def2-TZVPD def2/J DEFGRID3
* xyz 0 1
C 6.024 -1.316 -1.711
C 5.969 -0.101 -0.685
C 6.899 -0.378 0.503
N 4.604 0.117 -0.179
C 3.661 1.166 -0.333
O 3.970 2.051 -1.126
C 2.275 0.992 0.171
C 2.034 -0.146 1.101
C 0.761 -0.350 1.569
C -0.230 0.498 1.208
C -1.520 0.463 1.543
N -2.138 1.367 0.765
N -1.247 2.056 -0.007
C -0.083 1.513 0.252
C 1.162 1.830 -0.227
C -3.527 1.516 0.772
C -4.228 2.153 -0.243
C -5.584 2.140 -0.090
C -6.287 1.634 1.050
Cl -8.037 1.641 1.267
C -5.577 0.947 1.954
C -4.186 0.847 1.874
C -3.417 0.125 2.986
O -2.170 -0.388 2.394
H 5.529 -1.062 -2.599
H 5.493 -2.258 -1.385
H 6.989 -1.432 -2.167
H 6.364 0.896 -1.016
H 7.317 0.575 0.938
H 7.747 -0.912 0.147
H 6.455 -0.996 1.278
H 4.311 -0.502 0.572
H 2.807 -0.836 1.374
H 0.540 -1.299 2.032
H 1.361 2.632 -0.862
H -3.684 2.700 -1.037
H -6.069 2.653 -0.831
H -5.967 0.428 2.788
H -3.948 -0.704 3.348
H -3.205 0.904 3.778
*
```


2.
One molecule with the formula C18H16N2O3, computed with ωB97M-V/def2-TZVPD.

SMILES ... C[C@@]12c3ccccc3C[C@@H]1[C@H]2C(=O)Nc1ccc(C(=O)O)cn1
Energy above the lowest of the compared OMol25 structures with the same formula, charge and spin ... 1.456 eV
Kohn-Sham gap ... 8.954 eV

Geometry as ORCA input:
```
! RIJCOSX wB97M-V def2-TZVPD def2/J DEFGRID3
* xyz 0 1
C -0.288 -1.296 2.118
C -0.964 -1.607 0.810
C -1.994 -2.727 0.796
C -1.891 -4.017 1.305
C -2.973 -4.914 1.201
C -4.149 -4.489 0.527
C -4.237 -3.212 -0.038
C -3.156 -2.333 0.096
C -3.006 -0.937 -0.412
C -1.659 -0.459 0.084
C -0.424 -1.132 -0.546
C 0.873 -0.322 -0.674
O 1.914 -0.974 -0.788
N 0.891 1.023 -0.526
C 1.886 1.949 -0.589
C 3.255 1.691 -0.800
C 4.098 2.784 -0.965
C 3.550 4.061 -0.929
C 4.295 5.285 -1.146
O 5.502 5.257 -1.404
O 3.616 6.449 -1.096
C 2.159 4.193 -0.665
N 1.372 3.150 -0.468
H 0.043 -0.234 2.155
H 0.536 -1.992 2.282
H -0.964 -1.420 2.974
H -1.004 -4.348 1.848
H -2.910 -5.922 1.563
H -4.967 -5.188 0.449
H -5.151 -2.916 -0.549
H -3.080 -0.893 -1.484
H -3.795 -0.328 0.026
H -1.545 0.536 0.513
H -0.608 -1.794 -1.383
H -0.014 1.454 -0.360
H 3.656 0.655 -0.805
H 5.160 2.638 -1.197
H 4.262 7.115 -1.318
H 1.711 5.215 -0.606
*
```


3.
C18H17AlIN2O3SbSe4 as an isolated structure, computed with ωB97M-V/def2-TZVPD.

Kohn-Sham gap (alpha / beta) ... 5.748 / 5.872 eV

Geometry as ORCA input:
```
! RIJCOSX wB97M-V def2-TZVPD def2/J DEFGRID3
* xyz 0 1
Al -1.175 -1.031 0.158
I -1.120 -0.743 2.977
C -0.022 -2.513 2.946
C 0.180 -3.155 4.130
C 1.032 -4.283 4.164
C 1.668 -4.683 3.030
C 1.459 -4.015 1.796
C 2.152 -4.423 0.629
C 1.942 -3.788 -0.555
C 0.984 -2.751 -0.643
C 0.278 -2.305 0.450
C 0.557 -2.925 1.710
H -0.288 -2.803 5.039
H 1.189 -4.802 5.099
H 2.352 -5.522 3.053
H 2.853 -5.245 0.703
H 2.480 -4.095 -1.443
H 0.782 -2.333 -1.621
C 2.454 2.549 -0.715
C 1.388 3.633 -0.628
C -0.027 3.118 -0.941
C -1.080 4.263 -0.913
C -1.060 5.167 0.312
C -0.023 2.617 -2.388
O 0.321 3.306 -3.311
N -0.465 1.314 -2.627
C -0.722 0.448 -1.629
O -1.005 -0.763 -1.819
N -0.695 0.788 -0.332
C -0.396 2.061 0.104
O -0.416 2.331 1.282
H 3.433 2.950 -0.457
H 2.529 2.140 -1.725
H 2.250 1.725 -0.027
H 1.604 4.438 -1.332
H 1.364 4.057 0.375
H -2.073 3.819 -1.027
H -0.898 4.858 -1.810
H -1.126 4.605 1.240
H -1.909 5.850 0.264
H -0.157 5.778 0.344
H -0.539 0.987 -3.582
Se -2.407 -3.952 -2.449
Sb -3.933 -2.002 -2.100
Se -3.890 -0.557 -3.961
Se -6.257 -2.881 -1.987
Se -3.564 -1.231 0.218
*
```


4.
A 3-piece molecular cluster, C18H17Cl2NO7 overall, computed with ωB97M-V/def2-TZVPD.

SMILES ... C/C(Cl)=C(/Cl)OC(=O)NCCO.O=C1C=CC(=O)C=C1.O=C1C=CC(=O)C=C1
Energy above the lowest of the compared OMol25 structures with the same formula, charge and spin ... 1.605 eV
Kohn-Sham gap ... 8.116 eV

Geometry as ORCA input:
```
! RIJCOSX wB97M-V def2-TZVPD def2/J DEFGRID3
* xyz 0 1
C 1.519 -3.017 2.682
C 1.420 -1.439 2.788
Cl 1.935 -0.692 4.381
C 0.996 -0.561 1.779
Cl 0.991 1.229 2.127
O 0.587 -1.104 0.528
C -0.707 -1.673 0.651
O -1.160 -2.579 -0.064
N -1.599 -1.095 1.681
C -1.849 -2.053 2.805
C -3.379 -1.817 3.291
O -4.222 -2.794 2.637
H 1.815 -3.347 1.625
H 0.575 -3.564 3.033
H 2.384 -3.345 3.358
H -2.515 -1.027 1.194
H -1.154 -1.875 3.706
H -1.663 -3.130 2.473
H -3.484 -1.811 4.423
H -3.747 -0.789 2.926
H -3.740 -3.628 2.479
O 5.726 0.131 -0.844
C 4.844 0.897 -1.182
C 5.041 1.853 -2.293
C 4.074 2.694 -2.662
C 2.764 2.706 -1.975
O 1.881 3.472 -2.313
C 2.568 1.751 -0.864
C 3.534 0.910 -0.496
H 6.005 1.830 -2.785
H 4.201 3.400 -3.472
H 1.604 1.773 -0.373
H 3.407 0.203 0.315
O -1.527 3.009 -4.662
C -1.922 2.336 -3.729
C -1.106 2.163 -2.508
C -1.540 1.422 -1.486
C -2.853 0.746 -1.531
O -3.250 0.072 -0.598
C -3.669 0.919 -2.752
C -3.236 1.659 -3.773
H -0.146 2.666 -2.491
H -0.956 1.284 -0.584
H -4.628 0.417 -2.768
H -3.820 1.797 -4.675
*
```


Which max |F| belongs to each record? In order, 5.13; 3.44; 0.55; 4.33 eV Å⁻¹.
Which total energy belongs to each record? In order, -40011.2358; -28048.7781; -310689.9586; -59804.3511 eV.